Density functional theory data (ωB97M-V/def2-TZVPD) for 11 unconnected molecules or ions with the total composition C34H74N2O10S in a non-equilibrium geometry.

As for the SMILES: Cc1c(N)ccc2c1Sc1ccccc1N2C.CCO.CCO.CCO.CCO.CCO.CCO.CCO.CCO.CCO.CCO. The calculation puts the gap between HOMO and LUMO at 7.30 eV. For the lowest unoccupied orbital energy, the calculation gives -0.088 eV. The total energy is -70728.951 eV.

```
121
C34H74N2O10S ωB97M-V/def2-TZVPD
C 3.8128 2.2562 -0.5452
C 3.3073 0.9031 -1.3236
C 4.4702 0.0939 -2.2055
N 5.9319 0.5351 -2.2630
C 3.9091 -1.2470 -3.0293
C 2.3209 -1.7585 -2.9424
C 1.1793 -0.9477 -2.0258
C 1.7224 0.3751 -1.2334
S 0.5435 1.3612 -0.1536
C -1.1532 0.7363 -0.6577
C -2.4779 1.5959 -0.1868
C -4.0030 1.1103 -0.5472
C -4.1926 -0.2916 -1.4207
C -2.8452 -1.1234 -1.8885
C -1.2838 -0.6412 -1.5272
N -0.1927 -1.5518 -2.0066
C -0.2468 -2.9406 -1.4188
H 2.9665 3.0828 -0.6895
H 4.0743 2.1040 0.5893
H 4.7751 2.6627 -1.1203
H 6.2351 0.9633 -1.3598
H 6.1193 1.1620 -3.0767
H 4.7289 -1.8286 -3.6706
H 2.0201 -2.7351 -3.5470
H -2.3539 2.5759 0.4568
H -4.9845 1.6742 -0.2443
H -5.2737 -0.6880 -1.6738
H -3.0124 -2.1268 -2.4805
H -1.0019 -3.5615 -2.1063
H -0.7958 -2.8574 -0.3666
H 0.7967 -3.4838 -1.3552
C 7.1666 3.3323 1.5087
C 6.0856 3.9455 2.3747
O 5.3135 2.9214 2.9842
H 6.7248 2.6967 0.7342
H 7.7682 4.1088 1.0277
H 7.8262 2.6944 2.1060
H 5.4159 4.5642 1.7702
H 6.5201 4.5721 3.1596
H 5.9160 2.3827 3.5253
C 11.5846 4.2225 0.0491
C 10.6421 4.5975 1.1740
O 9.8882 3.4625 1.5737
H 11.0251 3.8341 -0.8083
H 12.1702 5.0879 -0.2739
H 12.2710 3.4307 0.3665
H 9.9438 5.3731 0.8459
H 11.1950 4.9746 2.0399
H 10.5171 2.7828 1.8712
C -7.2162 -3.0332 1.7210
C -6.5071 -1.6993 1.6101
O -6.8214 -1.0848 0.3691
H -6.9218 -3.6949 0.8998
H -6.9807 -3.5223 2.6705
H -8.3010 -2.9023 1.6512
H -5.4229 -1.8370 1.6581
H -6.8061 -1.0275 2.4204
H -7.7855 -0.9593 0.3400
C 4.1688 -5.8712 -4.0230
C 4.6334 -5.8408 -2.5816
O 5.0401 -4.5264 -2.2307
H 4.9712 -5.5450 -4.6929
H 3.8560 -6.8789 -4.3108
H 3.3293 -5.1846 -4.1739
H 5.4862 -6.5114 -2.4401
H 3.8325 -6.1532 -1.9045
H 4.2735 -3.9402 -2.3518
C -12.5574 -2.7634 1.4060
C -11.4922 -1.7967 1.8806
O -10.2339 -2.1511 1.3261
H -12.3044 -3.7881 1.6973
H -13.5331 -2.5067 1.8282
H -12.6318 -2.7522 0.3137
H -11.4058 -1.8272 2.9707
H -11.7315 -0.7715 1.5817
H -10.3189 -2.1128 0.3579
C -2.3049 -4.9301 2.7558
C -3.5785 -4.1709 2.4461
O -3.6426 -2.9902 3.2323
H -2.2631 -5.1945 3.8176
H -2.2423 -5.8458 2.1611
H -1.4252 -4.3128 2.5466
H -4.4551 -4.7833 2.6774
H -3.6216 -3.8917 1.3889
H -2.8643 -2.4496 3.0133
C 9.1244 -2.1548 -1.7914
C 9.8334 -0.8209 -1.9023
O 9.5191 -0.2064 -3.1432
H 9.4187 -2.8165 -2.6126
H 9.3598 -2.6439 -0.8419
H 8.0396 -2.0239 -1.8612
H 10.9176 -0.9585 -1.8543
H 9.5344 -0.1490 -1.0919
H 8.5551 -0.0809 -3.1724
C -3.0895 0.8747 3.7284
C -2.0243 1.8414 4.2030
O -0.7660 1.4869 3.6485
H -2.8365 -0.1500 4.0197
H -4.0652 1.1314 4.1506
H -3.1639 0.8859 2.6361
H -1.9379 1.8108 5.2931
H -2.2635 2.8666 3.9041
H -0.8510 1.5252 2.6803
C -9.4537 2.0667 -1.5845
C -10.4409 1.3088 -0.7212
O -9.7589 0.3333 0.0533
H -8.9178 1.3809 -2.2488
H -9.9642 2.8198 -2.1914
H -8.7000 2.5643 -0.9655
H -11.1789 0.7952 -1.3444
H -10.9715 1.9860 -0.0449
H -9.1118 0.8004 0.6092
C -1.0996 5.7280 -0.8432
C 0.2780 5.8495 -1.4611
O 1.2323 5.1745 -0.6550
H -1.1073 6.1524 0.1662
H -1.8466 6.2472 -1.4503
H -1.3906 4.6767 -0.7488
H 0.5739 6.9002 -1.5333
H 0.2970 5.4157 -2.4656
H 0.9651 4.2407 -0.6042
```



Density functional theory data (ωB97M-V/def2-TZVPD) for 10 unconnected molecules or ions with the total composition C54H92N4O22 in a non-equilibrium geometry.

As for the SMILES: Oc1ccc(O)cc1.Oc1ccc(O)cc1.Oc1ccc(O)cc1.Oc1ccc(O)cc1.COCCNCCOC.COCCNCCOC.COCCNCCOC.COCCNCCOC.O=C1OCCO1.O=C1OCCO1. The calculation puts the gap between HOMO and LUMO at 8.23 eV. For the lowest unoccupied orbital energy, the calculation gives 0.415 eV. The total energy is -108488.880 eV.

```
172
C54H92N4O22 ωB97M-V/def2-TZVPD
O 5.6602 -1.1056 -2.8037
C 5.3791 -2.3265 -2.2596
C 4.1413 -2.9612 -2.4769
C 3.8665 -4.1130 -1.8055
C 4.7444 -4.6740 -0.8609
O 4.3973 -5.8508 -0.2697
C 5.9638 -4.0524 -0.6707
C 6.2877 -2.8829 -1.3679
H 4.8649 -0.5264 -2.6596
H 3.4079 -2.4476 -3.0880
H 3.0076 -4.7446 -2.0182
H 5.1853 -6.3082 0.0386
H 6.5809 -4.5103 0.0990
H 7.1795 -2.3330 -1.0995
O -0.5345 -1.1832 -2.5393
C -0.1394 -0.8629 -1.2655
C -0.9475 0.0225 -0.5504
C -0.5113 0.5153 0.6775
C 0.7920 0.2339 1.1032
O 1.3032 0.8396 2.2122
C 1.6347 -0.5006 0.3190
C 1.1680 -1.0932 -0.8631
H 0.2504 -1.5360 -2.9877
H -1.9466 0.2638 -0.8910
H -1.2236 1.1737 1.1593
H 0.8002 1.5205 2.6902
H 2.6534 -0.6709 0.6422
H 1.8506 -1.7233 -1.4196
O -2.3484 -3.4037 -2.6047
C -2.9284 -4.1676 -1.5886
C -4.0509 -3.7072 -0.8866
C -4.8085 -4.6625 -0.2087
C -4.3169 -5.9386 0.0218
O -5.0810 -6.8865 0.6450
C -3.1315 -6.3134 -0.5676
C -2.3877 -5.4344 -1.3626
H -1.8915 -2.6777 -2.1402
H -4.2646 -2.6613 -1.0650
H -5.7327 -4.3710 0.2810
H -5.7468 -6.4658 1.1973
H -2.8000 -7.3418 -0.4867
H -1.4766 -5.8229 -1.7895
O -7.7842 -0.3254 -5.7939
C -6.4808 -0.6806 -5.5420
C -6.2366 -1.6519 -4.5934
C -4.9591 -2.1792 -4.4628
C -3.9147 -1.6367 -5.2091
O -2.6441 -2.1293 -5.1413
C -4.1598 -0.5978 -6.0984
C -5.4398 -0.1246 -6.3099
H -7.9042 0.0512 -6.6675
H -7.0217 -2.1618 -4.0506
H -4.7606 -2.9548 -3.7339
H -2.5908 -2.5990 -4.2885
H -3.3196 -0.0963 -6.5611
H -5.6123 0.6720 -7.0208
C 1.4397 -2.0121 -5.5395
O 1.8423 -1.2220 -4.4253
C 2.3396 0.0328 -4.8518
C 2.5415 1.1101 -3.8077
N 3.7118 0.8611 -2.9277
C 3.5334 1.6270 -1.6521
C 4.5529 1.2817 -0.5780
O 5.8178 1.6838 -1.0598
C 6.8704 1.2834 -0.2206
H 0.9529 -2.9010 -5.1469
H 2.1970 -2.2238 -6.2945
H 0.6470 -1.4448 -6.0412
H 1.7418 0.4275 -5.6865
H 3.2811 -0.1700 -5.3897
H 1.6346 1.1121 -3.2008
H 2.7500 2.0374 -4.3388
H 4.4334 1.4906 -3.2728
H 2.5259 1.5420 -1.2403
H 3.6589 2.6904 -1.9025
H 4.5780 0.1954 -0.4038
H 4.2597 1.7092 0.3903
H 7.1802 2.0501 0.4907
H 7.7486 1.1354 -0.8665
H 6.8391 0.2762 0.2085
C 5.0336 -2.1840 3.4576
O 4.5378 -1.0238 4.1044
C 4.6516 0.1604 3.3824
C 4.3290 1.4442 4.1517
N 2.9528 1.4626 4.5927
C 2.4397 2.7761 4.9276
C 0.9557 2.7091 5.3601
O 0.1664 2.1041 4.3480
C -1.2209 2.2281 4.6516
H 4.8350 -3.0188 4.1210
H 6.1023 -2.0728 3.2580
H 4.4797 -2.2881 2.5184
H 4.0429 0.0952 2.4670
H 5.6962 0.2867 3.0511
H 4.5999 2.3008 3.5167
H 4.9425 1.4395 5.0604
H 2.3907 1.1334 3.8183
H 2.4285 3.3837 4.0075
H 2.9694 3.2507 5.7531
H 0.6256 3.7392 5.5267
H 0.8906 2.1071 6.2738
H -1.7936 1.8802 3.7899
H -1.5673 3.2657 4.7038
H -1.4562 1.6736 5.5583
C -3.1788 -1.5698 2.0205
O -3.4474 -1.1372 3.3202
C -3.2755 -2.1751 4.2566
C -3.8176 -1.7866 5.6167
N -3.2792 -0.5805 6.2417
C -3.3556 -0.6645 7.6828
C -2.5624 0.4455 8.3337
O -2.9455 1.7654 7.9691
C -2.1179 2.7431 8.5145
H -2.1879 -2.0373 1.9611
H -3.2178 -0.7893 1.2581
H -3.9368 -2.2596 1.6196
H -2.2273 -2.4980 4.3050
H -3.9053 -3.0162 3.9371
H -3.7950 -2.6509 6.2951
H -4.9002 -1.6340 5.5143
H -2.3207 -0.4100 5.9549
H -3.0281 -1.6227 8.1085
H -4.4330 -0.6184 7.8985
H -1.5626 0.3087 7.8828
H -2.3901 0.3674 9.4106
H -2.6551 3.6803 8.3489
H -1.1056 2.8482 8.1035
H -1.9879 2.6801 9.6040
C 2.9822 7.0679 -6.8245
O 2.5689 6.0258 -5.9538
C 2.6351 6.3986 -4.5907
C 2.6115 5.0913 -3.7804
N 1.3839 4.3345 -4.0488
C 0.2578 4.5123 -3.1289
C -0.5570 3.2449 -2.9344
O -1.1567 2.7526 -4.0915
C -1.8875 1.5635 -3.8719
H 3.7149 7.7223 -6.3444
H 2.1306 7.6523 -7.1747
H 3.5312 6.6367 -7.6626
H 1.8458 7.0844 -4.2669
H 3.5925 6.8928 -4.3823
H 2.7456 5.2749 -2.7099
H 3.5032 4.5062 -4.0330
H 1.1906 4.5842 -5.0095
H -0.4084 5.2716 -3.5492
H 0.6589 4.7469 -2.1439
H -1.3255 3.4243 -2.1626
H 0.0598 2.4720 -2.4447
H -1.1944 0.7560 -3.6330
H -2.4419 1.2985 -4.7682
H -2.6353 1.7210 -3.0864
O -3.3976 1.6097 -0.5909
C -4.4300 1.7049 -1.1788
O -5.6277 1.4962 -0.6345
C -6.6618 1.7978 -1.5474
C -5.9437 1.9738 -2.8764
O -4.5680 2.0576 -2.4798
H -7.3741 0.9702 -1.5377
H -7.2395 2.6630 -1.2092
H -6.1805 2.9153 -3.3660
H -6.2059 1.1275 -3.5093
O -0.8319 -2.8802 7.4378
C -0.2363 -2.5143 6.4740
O -0.0416 -1.2023 6.1734
C 0.3036 -1.1025 4.8117
C 0.8673 -2.5048 4.4803
O 0.2731 -3.2973 5.5176
H -0.5449 -0.8743 4.1638
H 1.1246 -0.4118 4.6346
H 1.9541 -2.4879 4.5030
H 0.4569 -2.7843 3.5128
```



Density functional theory data (ωB97M-V/def2-TZVPD) for a molecular structure, C43H52ClIrN4O4P2S.

The spin multiplicity is 2. The calculation puts the gap between HOMO and LUMO (spin up / spin down) at 8.31 / 5.41 eV. As for the total charge: +3. For the energy above the lowest of the compared OMol25 structures with the same formula, charge and spin, the calculation gives 0.083 eV. For the lowest unoccupied orbital energy (spin up / spin down), the calculation gives -7.454 / -10.359 eV. The total energy is -104337.752 eV.

```
108
C43H52ClIrN4O4P2S ωB97M-V/def2-TZVPD
Ir 0.8959 0.1471 0.1508
N 0.6324 0.0353 2.2352
N 1.7878 0.4130 2.9766
C 3.0034 0.2356 2.4231
N 4.0671 0.2839 3.2077
S 3.1730 0.0086 0.7493
H -0.1600 0.5797 2.5811
H 0.4916 -0.9755 2.4205
H 1.6891 0.3205 3.9808
H 4.0064 0.3567 4.2119
H 4.9887 0.2801 2.7984
O 1.8500 -1.1868 -2.2612
N 1.3715 0.0418 -1.8453
C 1.3973 0.8879 -2.8004
C 1.0928 2.3114 -2.7819
C 1.0611 2.9053 -4.0471
C 0.9224 4.2744 -4.1940
C 0.8801 5.0766 -3.0654
C 0.9310 4.5017 -1.8028
C 0.9834 3.1208 -1.6400
P 1.1505 2.4822 0.0541
C 2.8507 3.0952 0.3674
C 3.2041 3.9352 1.4186
C 4.5003 4.4352 1.5120
C 5.4466 4.1138 0.5554
C 5.0965 3.2904 -0.5108
C 3.8133 2.7891 -0.6023
C 0.1051 3.4825 1.1545
C -0.8717 4.3686 0.7040
C -1.6109 5.1211 1.6069
C -1.3818 5.0074 2.9688
C -0.4182 4.1210 3.4325
C 0.3121 3.3615 2.5340
H 1.8251 -1.7488 -1.4579
H 1.7235 0.4809 -3.7536
H 1.1651 2.2814 -4.9262
H 0.8904 4.7131 -5.1817
H 0.8276 6.1527 -3.1615
H 0.9500 5.1490 -0.9362
H 2.4819 4.2538 2.1534
H 4.7541 5.1001 2.3267
H 6.4477 4.5179 0.6226
H 5.8231 3.0516 -1.2758
H 3.5597 2.1605 -1.4487
H -1.0693 4.4861 -0.3505
H -2.3613 5.8076 1.2383
H -1.9474 5.6098 3.6671
H -0.2262 4.0338 4.4942
H 1.0734 2.6922 2.9124
C -4.1045 0.6753 -1.3644
C -2.5794 0.7389 -1.5392
C -2.1910 0.3840 -2.9773
C -2.1886 2.1838 -1.2518
P -1.6586 -0.3328 -0.2937
C -2.5839 -0.0134 1.2564
C -2.2529 1.1150 2.0071
C -2.9474 1.4525 3.1615
C -4.0076 0.6675 3.5860
C -4.3766 -0.4367 2.8326
C -3.6789 -0.7701 1.6821
C -1.9730 -2.1662 -0.7306
C -3.3674 -2.4875 -1.3051
C -1.7735 -3.0155 0.5325
C -0.9990 -2.6410 -1.8212
H -4.5425 1.3298 -2.1214
H -4.4112 1.0550 -0.3900
H -4.5339 -0.3077 -1.5060
H -2.5396 1.1806 -3.6374
H -2.6571 -0.5396 -3.3158
H -1.1133 0.2909 -3.1101
H -2.7295 2.8403 -1.9376
H -1.1265 2.3497 -1.4090
H -2.4562 2.4744 -0.2364
H -1.4734 1.7758 1.6541
H -2.6686 2.3385 3.7151
H -4.5532 0.9213 4.4846
H -5.2195 -1.0432 3.1357
H -4.0159 -1.6268 1.1251
H -4.2123 -2.2155 -0.6819
H -3.4071 -3.5729 -1.4251
H -3.5140 -2.0577 -2.2923
H -2.6043 -2.9313 1.2268
H -0.8671 -2.7621 1.0739
H -1.7102 -4.0647 0.2289
H -1.0376 -2.0261 -2.7181
H -1.3047 -3.6503 -2.1113
H 0.0214 -2.6945 -1.4736
C 0.4089 -6.0642 1.4564
C 0.5014 -6.1747 -0.0409
C -0.2758 -7.1131 -0.6687
C -0.2340 -7.3289 -2.0636
Cl -1.2051 -8.5147 -2.7417
C 0.6201 -6.5617 -2.8923
C 1.3923 -5.6152 -2.3096
C 1.3626 -5.3943 -0.8951
O 2.1983 -4.4403 -0.5490
C 2.4582 -3.9437 0.7737
C 1.5940 -2.7379 1.1280
O 1.3749 -2.5212 2.3140
O 1.2012 -2.0182 0.1407
H -0.4154 -6.6797 1.8089
H 0.2333 -5.0459 1.8005
H 1.3139 -6.4400 1.9367
H -0.9413 -7.7321 -0.0813
H 0.6478 -6.7462 -3.9572
H 2.0718 -5.0029 -2.8871
H 3.4900 -3.5934 0.7300
H 2.3823 -4.7125 1.5296
```



Density functional theory data (ωB97M-V/def2-TZVPD) for 2 unconnected molecules or ions with the total composition C5H14 in a non-equilibrium geometry.

The spin multiplicity is 2. The calculation puts the gap between HOMO and LUMO (spin up / spin down) at 10.84 / 3.73 eV. As for the total charge: +1. For the energy above the lowest of the compared OMol25 structures with the same formula, charge and spin, the calculation gives 1.148 eV. For the lowest unoccupied orbital energy (spin up / spin down), the calculation gives -3.676 / -10.780 eV. The total energy is -5399.957 eV.

```
19
C5H14 ωB97M-V/def2-TZVPD
C -0.5840 -0.0668 2.5631
C -2.0172 0.6687 2.7930
H -0.6318 -1.0099 3.1107
H -0.5884 -0.2916 1.5337
H 0.2368 0.5008 3.0053
H -2.2556 1.2412 1.9020
H -2.0229 1.2661 3.6195
H -2.8287 0.0252 2.9222
C 1.0323 -0.6085 -2.3071
C 1.0557 0.8736 -2.7093
C 0.7024 -0.9439 -0.8805
H 0.5435 -1.2943 -2.9962
H 2.1906 -1.0396 -2.5958
H 0.3215 1.0316 -3.5517
H 2.0651 1.1187 -3.0450
H -0.2299 -1.4416 -0.8021
H 1.5190 -1.5686 -0.4109
H 0.6689 1.5306 -1.9292
H 0.8229 0.0083 -0.2215
```



Density functional theory data (ωB97M-V/def2-TZVPD) for 2 unconnected molecules or ions with the total composition C4H5NOS in a non-equilibrium geometry.

As for the SMILES: CC=C=O.N=C=S. The calculation puts the gap between HOMO and LUMO at 9.75 eV. For the energy above the lowest of the compared OMol25 structures with the same formula, charge and spin, the calculation gives 2.305 eV. For the lowest unoccupied orbital energy, the calculation gives 0.548 eV. The total energy is -18599.614 eV.

```
12
C4H5NOS ωB97M-V/def2-TZVPD
C 1.1186 -0.1985 -0.6817
C -0.1923 -0.0476 0.0380
C -0.8496 1.0721 0.1717
O -1.3866 2.0752 0.3027
H 1.6064 0.8317 -1.0207
H 2.1007 -0.6351 -0.1011
H 0.8867 -0.7649 -1.4954
H -0.7423 -0.9633 0.0200
N -4.2050 0.8157 -0.7912
C -4.3712 -0.2894 -0.3587
S -4.8477 -1.5417 0.4765
H -3.3902 1.4106 -0.9210
```



Density functional theory data (ωB97M-V/def2-TZVPD) for a single C6H6N2O molecule in a non-equilibrium geometry.

As for the SMILES: O=C1C=C2NCCC2=N1. The calculation puts the gap between HOMO and LUMO at 8.06 eV. For the energy above the lowest of the compared OMol25 structures with the same formula, charge and spin, the calculation gives 3.012 eV. For the lowest unoccupied orbital energy, the calculation gives -0.330 eV. The total energy is -11343.420 eV.

```
15
C6H6N2O ωB97M-V/def2-TZVPD
O 2.2675 1.0627 -1.7835
C 1.5282 0.4852 -1.0427
C 1.4886 0.2952 0.4733
C 0.2952 -0.3829 0.8165
N -0.5443 -0.6455 1.7862
C -2.0316 -0.6951 1.4404
C -1.9676 -0.2617 -0.2035
C -0.5441 -0.2470 -0.5553
N 0.1312 0.3827 -1.5156
H 2.3949 0.6334 0.9817
H -0.0669 -0.5280 2.7732
H -2.5836 0.0521 2.2140
H -2.4573 -1.6472 1.6968
H -2.4464 -1.0319 -0.6756
H -2.7009 0.6975 -0.1887
```



Density functional theory data (ωB97M-V/def2-TZVPD) for a single C5H9N3 molecule in a non-equilibrium geometry.

As for the SMILES: C[C@]12CN1[C@]1(N)N[C@H]21. The calculation puts the gap between HOMO and LUMO at 9.39 eV. For the energy above the lowest of the compared OMol25 structures with the same formula, charge and spin, the calculation gives 3.704 eV. For the lowest unoccupied orbital energy, the calculation gives 0.996 eV. The total energy is -9797.763 eV.

```
17
C5H9N3 ωB97M-V/def2-TZVPD
C 0.6539 -2.1505 0.6479
C 0.2820 -0.8339 0.0551
C 1.0051 -0.2008 -1.0799
N 1.0424 0.7119 0.0519
C -0.2729 1.2574 0.1701
N -0.8384 2.3187 -0.5843
N -0.8039 0.8774 1.4450
C -0.9724 -0.1242 0.3572
H 0.0803 -2.3375 1.5549
H 1.7108 -2.1533 0.9193
H 0.4736 -2.9641 -0.0563
H 1.9829 -0.6147 -1.3069
H 0.4350 0.0499 -1.9803
H -0.3459 3.1837 -0.3878
H -0.7777 2.1364 -1.5799
H -1.6905 1.3525 1.6122
H -1.9642 -0.5088 0.1618
```